Below is a cluster of 3 separate species, C31H54BF5N2O3PS in total in a non-equilibrium geometry, with properties calculated with ωB97M-V/def2-TZVPD.

## Properties
Largest force on an atom (eV/Å): 3.51
Molecular weight (u): 671.627
2S+1: 3
⟨S²⟩: 2.008
Lowest unoccupied orbital energy (alpha / beta) (eV): 2.08 / 1.74
Orbital gap (alpha / beta) (eV): 6.78 / 6.44
Charge: -1

Last columns: bonded neighbours and bond lengths (Å).
Positions of all 98 atoms, in Å:
1 C 3.57770 -1.19700 2.56129  C2 1.566, H23 1.117, H24 1.127, H25 1.131
2 C 2.74362 -0.49519 1.43729  C1 1.566, C3 1.473, C22 1.476
3 C 2.13520 -1.39014 0.43848  C2 1.473, C4 1.465, H26 1.112
4 C 1.34808 -0.76773 -0.62881  C3 1.465, C5 1.453, H27 1.120
5 C 1.16028 0.67325 -0.65966  C4 1.453, C6 1.486, H28 1.113
6 C 1.76200 1.59759 0.33677  C5 1.486, C7 1.555, C22 1.452
7 C 1.45038 3.10902 0.14503  C6 1.555, B8 1.628, H29 1.134, H30 1.134
8 B 2.35159 4.19296 0.95995  C7 1.628, C9 1.645, P13 1.969, C15 1.647
9 C 3.97424 3.92764 0.99623  B8 1.645, C10 1.578, H31 1.134, H32 1.130
10 C 4.61330 3.27861 -0.29238  C9 1.578, C11 1.609, O12 1.462, H33 1.115
11 C 5.79149 4.18048 -0.91473  C10 1.609, H34 1.125, H35 1.119, H36 1.127
12 O 5.24329 1.99083 -0.00529  C10 1.462, H37 0.970
13 P 2.14373 5.89695 -0.00504  B8 1.969, S14 1.965, H38 1.442, H39 1.425
14 S 2.79981 5.85991 -1.85665  P13 1.965
15 C 1.87168 4.43704 2.51635  B8 1.647, F16 1.426, F17 1.399, C18 1.583
16 F 2.94186 5.09569 3.19060  C15 1.426
17 F 1.63102 3.27072 3.25029  C15 1.399
18 C 0.60932 5.36671 2.73895  C15 1.583, F19 1.367, F20 1.405, F21 1.380
19 F -0.42427 5.15050 1.87139  C18 1.367
20 F 0.08184 5.03847 3.99935  C18 1.405
21 F 0.91811 6.70679 2.85902  C18 1.380
22 C 2.56823 0.96859 1.36807  C2 1.476, C6 1.452, H40 1.109
23 H 4.67545 -0.99855 2.50297  C1 1.117
24 H 3.33458 -2.29716 2.57568  C1 1.127
25 H 3.17110 -0.80547 3.54157  C1 1.131
26 H 2.27592 -2.49331 0.44744  C3 1.112
27 H 0.88785 -1.39512 -1.43481  C4 1.120
28 H 0.55777 1.09399 -1.49571  C5 1.113
29 H 0.33621 3.23055 0.31609  C7 1.134
30 H 1.58708 3.32747 -0.95911  C7 1.134
31 H 4.45539 4.94936 1.10365  C9 1.134
32 H 4.32325 3.36195 1.91020  C9 1.130
33 H 3.90934 3.09273 -1.13653  C10 1.115
34 H 6.74230 3.59528 -1.04943  C11 1.125
35 H 5.99805 5.10165 -0.31453  C11 1.119
36 H 5.44810 4.52988 -1.92952  C11 1.127
37 H 6.11967 2.15891 0.37405  O12 0.970
38 H 2.93662 6.87617 0.69548  P13 1.442
39 H 0.79513 6.35620 -0.04037  P13 1.425
40 H 3.07638 1.59864 2.12606  C22 1.109
41 C -2.75581 -4.40433 3.38505  C42 1.551, H52 1.090, H53 1.092, H54 1.093
42 C -1.41633 -3.84471 3.93249  C41 1.551, C43 1.539, N47 1.492, C51 1.541
43 C -1.51214 -3.66606 5.45854  C42 1.539, C44 1.526, H55 1.097, H56 1.094
44 C -2.35987 -2.46952 5.88163  C43 1.526, C45 1.526, H57 1.094, H58 1.094
45 C -1.90136 -1.19813 5.17237  C44 1.526, C46 1.537, H59 1.095, H60 1.096
46 C -1.82828 -1.35173 3.64525  C45 1.537, N47 1.492, C49 1.545, C50 1.542
47 N -1.08254 -2.57377 3.22641  C42 1.492, C46 1.492, O48 1.327
48 O 0.20901 -2.33410 3.41200  N47 1.327
49 C -3.26002 -1.38012 3.06455  C46 1.545, H61 1.093, H62 1.093, H63 1.089
50 C -1.21893 -0.06779 3.04589  C46 1.542, H64 1.091, H65 1.093, H66 1.092
51 C -0.39646 -4.96194 3.64087  C42 1.541, H67 1.094, H68 1.092, H69 1.092
52 H -3.61799 -4.10306 3.98041  C41 1.090
53 H -2.92386 -4.09931 2.34986  C41 1.092
54 H -2.76578 -5.49703 3.38619  C41 1.093
55 H -0.50695 -3.53836 5.87764  C43 1.097
56 H -1.91771 -4.57440 5.91426  C43 1.094
57 H -3.41909 -2.65731 5.68044  C44 1.094
58 H -2.27880 -2.33128 6.96369  C44 1.094
59 H -2.57710 -0.37706 5.43464  C45 1.095
60 H -0.91728 -0.91761 5.56514  C45 1.096
61 H -3.24182 -1.57831 1.98987  C49 1.093
62 H -3.75206 -0.41501 3.20817  C49 1.093
63 H -3.91211 -2.11269 3.53729  C49 1.089
64 H -0.23215 0.15954 3.45163  C50 1.091
65 H -1.85079 0.79596 3.26614  C50 1.093
66 H -1.13069 -0.14245 1.95975  C50 1.092
67 H -0.29105 -5.12762 2.56512  C51 1.094
68 H -0.71725 -5.90217 4.09468  C51 1.092
69 H 0.59156 -4.74720 4.05213  C51 1.092
70 C -1.26450 -1.44907 -7.08942  C71 1.552, H81 1.090, H82 1.092, H83 1.092
71 C -0.84597 -1.44657 -5.59531  C70 1.552, C72 1.539, N76 1.493, C80 1.541
72 C -1.29192 -2.76009 -4.92826  C71 1.539, C73 1.526, H84 1.096, H85 1.094
73 C -2.79317 -2.83261 -4.66496  C72 1.526, C74 1.526, H86 1.094, H87 1.094
74 C -3.27390 -1.59990 -3.90531  C73 1.526, C75 1.537, H88 1.096, H89 1.096
75 C -2.86118 -0.27911 -4.57398  C74 1.537, N76 1.492, C78 1.545, C79 1.541
76 N -1.41121 -0.24029 -4.92196  C71 1.493, C75 1.492, O77 1.328
77 O -0.73398 -0.05301 -3.79537  N76 1.328
78 C -3.71595 -0.05805 -5.84227  C75 1.545, H90 1.093, H91 1.093, H92 1.088
79 C -3.26756 0.88868 -3.65502  C75 1.541, H93 1.091, H94 1.093, H95 1.092
80 C 0.69412 -1.42557 -5.63715  C71 1.541, H96 1.093, H97 1.092, H98 1.091
81 H -2.16431 -2.03530 -7.27868  C70 1.090
82 H -1.42495 -0.43502 -7.46220  C70 1.092
83 H -0.49013 -1.88741 -7.72305  C70 1.092
84 H -0.77038 -2.88219 -3.97153  C72 1.096
85 H -0.99321 -3.61104 -5.54725  C72 1.094
86 H -3.34433 -2.94033 -5.60431  C73 1.094
87 H -3.01662 -3.72943 -4.08019  C73 1.094
88 H -4.36384 -1.64387 -3.80290  C74 1.096
89 H -2.87187 -1.64197 -2.88636  C74 1.096
90 H -3.38379 0.82878 -6.38785  C78 1.093
91 H -4.76469 0.09819 -5.57683  C78 1.093
92 H -3.71191 -0.90335 -6.52754  C78 1.088
93 H -2.82763 0.81298 -2.65941  C79 1.091
94 H -4.35098 0.90768 -3.51478  C79 1.093
95 H -2.97463 1.84860 -4.08519  C79 1.092
96 H 1.06281 -0.50798 -6.10340  C80 1.093
97 H 1.07335 -2.27074 -6.21537  C80 1.092
98 H 1.14328 -1.50926 -4.64590  C80 1.091